The following is a quantum chemistry calculation of 2 unconnected molecules or ions with the total composition C3H6F3NO in a non-equilibrium geometry, from OMol25.

Geometry as ORCA input:
```
! RIJCOSX wB97M-V def2-TZVPD def2/J DEFGRID3
* xyz 0 1
C -0.7219 -0.3982 1.2657
C -0.1054 -0.0845 -1.7258
C 0.4759 0.5647 1.2896
N 1.0000 -0.0045 -2.4334
O -1.8050 0.1298 2.0317
F -0.6953 -1.1330 -2.2405
F 1.5650 -0.0029 0.6831
F 0.9279 0.8366 2.4774
H -1.0854 -0.5403 0.3074
H -0.4434 -1.3677 1.6341
H 0.2519 1.4721 0.6315
H 1.7078 0.6328 -2.1306
H 1.3379 -0.6049 -3.2112
H -2.4099 0.5001 1.4210
*
```

## Properties
HOMO in hartree: -0.3637
Orbital gap in hartree: 0.3956
LUMO energy in eV: 0.867
Molecular weight in g mol⁻¹: 129.1


The following is a quantum chemistry calculation of 3 unconnected molecules or ions with the total composition C26H51FNO4, from OMol25.

Geometry as ORCA input:
```
! RIJCOSX wB97M-V def2-TZVPD def2/J DEFGRID3
* xyz 0 2
C -0.1288 -4.0935 -0.6654
C 0.9083 -3.1204 -0.1285
F 2.1356 -3.3437 -0.8049
C 1.1635 -3.1795 1.3753
C 1.1383 -1.7832 2.0301
O 1.8478 -0.8441 1.2353
C 3.2604 -0.9595 1.1795
C 3.8036 -0.4503 -0.1692
C 2.7372 0.2464 -1.0195
C 5.0371 0.4409 0.0512
C 6.1312 -0.2861 0.8392
C 4.6957 1.7776 0.7118
C 1.6490 -1.8957 3.4694
C 1.4319 -0.6372 4.3529
C 0.5823 -1.0078 5.5731
C 2.7637 -0.1068 4.8680
N 0.7833 0.4483 3.5503
O 1.5568 1.3685 3.1231
C -0.4270 0.1490 2.7185
C -1.7075 0.2232 3.5578
C -0.5324 1.2129 1.6360
C -0.2926 -1.2512 2.0654
H -0.8484 -4.3712 0.1050
H -0.6586 -3.6307 -1.4949
H 0.3514 -4.9992 -1.0386
H 0.6243 -2.0997 -0.3947
H 2.1262 -3.6674 1.5446
H 0.4089 -3.7965 1.8709
H 3.5603 -2.0003 1.3275
H 3.6848 -0.3722 2.0007
H 4.1406 -1.3234 -0.7353
H 2.0624 0.8558 -0.4197
H 3.2198 0.8952 -1.7550
H 2.1382 -0.4833 -1.5654
H 5.4529 0.6544 -0.9402
H 7.1084 0.1633 0.6550
H 5.9445 -0.2433 1.9155
H 6.1875 -1.3404 0.5560
H 4.4990 1.6511 1.7794
H 5.5312 2.4748 0.6187
H 3.8167 2.2439 0.2661
H 2.7014 -2.1893 3.4870
H 1.0928 -2.7316 3.9052
H 1.1968 -1.6021 6.2534
H -0.2836 -1.6137 5.3135
H 0.2526 -0.1131 6.1033
H 2.6098 0.7247 5.5565
H 3.4043 0.2237 4.0558
H 3.2642 -0.9139 5.4073
H -2.5410 -0.1185 2.9389
H -1.9079 1.2549 3.8534
H -1.6798 -0.3982 4.4451
H -1.4685 1.0476 1.0983
H 0.2946 1.1323 0.9340
H -0.5437 2.2116 2.0697
H -0.6810 -1.1790 1.0456
H -0.9125 -1.9858 2.5919
C -3.8642 -1.0745 -2.6558
C -3.3658 0.3706 -2.6875
C -2.7509 0.5146 -1.3017
O -2.2570 -0.7818 -0.9490
C -2.7554 -1.7567 -1.8668
H -4.0034 -1.5116 -3.6438
H -4.8108 -1.1388 -2.1153
H -2.5992 0.4915 -3.4555
H -4.1472 1.1052 -2.8727
H -3.5021 0.8225 -0.5660
H -1.9239 1.2243 -1.2690
H -1.9397 -2.0749 -2.5252
H -3.0975 -2.6225 -1.2974
C -5.4408 3.2225 -6.4166
C -4.9184 4.6585 -6.4146
C -4.3517 4.7730 -5.0044
O -3.8868 3.4676 -4.6553
C -4.3692 2.5131 -5.5991
H -5.5574 2.7986 -7.4129
H -6.4050 3.1710 -5.9068
H -4.1239 4.7734 -7.1545
H -5.6861 5.4036 -6.6185
H -5.1239 5.0822 -4.2920
H -3.5164 5.4701 -4.9312
H -3.5406 2.1843 -6.2360
H -4.7490 1.6464 -5.0566
*
```

## Properties
HOMO (spin up / spin down) in hartree: -0.2781 / -0.3312
⟨S²⟩: 0.754
Orbital gap (spin up / spin down) in hartree: 0.3049 / 0.3581
LUMO energy (spin up / spin down) in eV: 0.731 / 0.730
Molecular weight in g mol⁻¹: 460.7


The following is a quantum chemistry calculation of a molecular structure, C2H3FS in a non-equilibrium geometry, from OMol25.

Geometry as ORCA input:
```
! RIJCOSX wB97M-V def2-TZVPD def2/J DEFGRID3
* xyz 0 1
C 0.0073 0.6942 -0.4123
C -0.0036 -0.6089 0.2322
F 1.2564 -0.7631 0.7815
S -1.0845 1.8613 -0.7486
H 1.0057 0.9579 -0.8325
H -0.2537 -1.6278 -0.2298
H -0.9277 -0.5136 1.2094
*
```

## Properties
HOMO in hartree: -0.3361
Orbital gap in hartree: 0.3061
LUMO energy in eV: -0.815
Molecular weight in g mol⁻¹: 78.1


Which energy above the lowest of the compared OMol25 structures with the same formula, charge and spin belongs to each record? In order, 60.1, 0.0, 31.1 kcal/mol.